(1)
ORCA calculation (ωB97M-V with the def2-TZVPD basis set) on 2 unconnected molecules or ions with the total composition C19H20N2O4S.

Positions of all 46 atoms, in Å:
C (-7.263, -0.265, -1.099)
C (-6.841, 0.866, -0.225)
O (-6.059, 0.549, 0.856)
C (-4.837, 0.152, 0.686)
C (-4.223, -0.549, 1.666)
C (-2.962, -0.769, 1.821)
C (-2.253, -0.559, 0.785)
C (-2.820, 0.153, -0.601)
C (-4.203, 0.456, -0.532)
H (-4.564, 0.817, -1.324)
H (-2.297, 0.515, -1.361)
N (-0.887, -0.608, 0.492)
H (-0.457, -1.343, 1.331)
S (-0.028, -1.415, -0.675)
O (-0.338, -2.924, -0.762)
O (-0.463, -0.850, -1.795)
C (1.696, -1.396, -0.231)
C (2.391, -2.375, 0.118)
C (3.865, -2.052, 0.332)
C (4.329, -0.859, 0.561)
C (3.525, 0.238, 0.022)
N (4.000, 1.568, 0.307)
C (3.385, 2.630, -0.079)
C (1.975, 2.494, -0.328)
C (1.444, 1.383, -0.808)
C (2.285, 0.084, -0.264)
H (0.428, 0.906, -0.863)
H (1.528, 3.506, -0.765)
H (3.823, 3.432, 0.031)
O (5.672, -0.960, 0.917)
C (6.497, 0.330, 0.768)
C (6.912, 0.534, -0.721)
H (7.724, 1.384, -0.532)
H (6.081, 0.782, -1.209)
H (7.342, -0.384, -1.066)
H (6.033, 1.281, 1.313)
H (7.368, -0.079, 1.257)
H (4.366, -2.993, 0.918)
H (1.959, -3.257, 0.017)
H (-2.541, -0.991, 2.728)
H (-4.747, -0.636, 2.869)
H (-8.058, 1.324, 0.467)
H (-6.605, 1.663, -0.718)
H (-8.002, -0.043, -1.957)
H (-7.935, -0.999, -0.724)
H (-6.248, -0.740, -1.626)

The energy above the lowest of the compared OMol25 structures with the same formula, charge and spin is 1693.80 kJ/mol.

---

(2)
ORCA calculation (ωB97M-V with the def2-TZVPD basis set) on a molecular structure, C19H20N3Ni.

Positions of all 43 atoms, in Å:
Ni (10.516, 12.002, 4.163)
C (13.191, 11.023, 5.272)
N (12.655, 12.037, 4.371)
C (13.227, 11.987, 3.015)
C (13.027, 13.403, 4.924)
C (11.959, 14.355, 4.560)
C (12.162, 15.679, 4.849)
C (11.132, 16.590, 4.538)
C (9.938, 16.126, 3.965)
C (9.823, 14.795, 3.617)
C (10.781, 13.891, 3.921)
H (14.301, 11.053, 5.231)
H (12.728, 10.101, 4.904)
H (12.928, 11.275, 6.277)
H (14.319, 12.030, 2.988)
H (12.831, 12.799, 2.381)
H (13.032, 11.031, 2.515)
H (14.056, 13.654, 4.573)
H (13.046, 13.237, 6.005)
H (13.030, 15.937, 5.420)
H (11.242, 17.670, 4.822)
H (9.094, 16.831, 3.830)
H (8.850, 14.466, 3.268)
C (6.333, 12.902, 4.399)
C (5.823, 11.657, 4.042)
C (6.619, 10.556, 3.771)
C (8.003, 10.748, 3.850)
N (8.569, 11.964, 4.139)
C (7.768, 12.925, 4.567)
C (8.945, 9.736, 3.977)
C (8.581, 8.438, 4.406)
C (9.503, 7.375, 4.257)
C (10.831, 7.689, 3.903)
C (11.181, 9.040, 3.759)
N (10.285, 10.062, 3.865)
H (5.739, 13.783, 4.624)
H (4.781, 11.520, 4.204)
H (6.256, 9.524, 3.653)
H (8.233, 13.745, 5.144)
H (7.574, 8.392, 4.762)
H (9.155, 6.338, 4.294)
H (11.643, 6.893, 3.977)
H (12.177, 9.250, 3.348)

As for the net charge: +1. Its spin multiplicity is 3. As for the expectation value of S²: 2.01. The calculated total energy is -65532.9436 eV.

---

(3)
ORCA calculation (ωB97M-V with the def2-TZVPD basis set) on a molecular structure, C19H20N4O2Ru.

Positions of all 46 atoms, in Å:
N (0.038, 2.433, -0.010)
C (0.379, 3.509, -0.271)
C (0.607, 4.929, -0.196)
H (-0.390, 5.432, -0.190)
H (1.228, 5.277, -1.041)
H (1.119, 5.111, 0.775)
N (2.771, -1.772, -0.670)
C (3.644, -2.367, -1.167)
C (4.849, -3.171, -1.149)
H (5.581, -2.723, -1.859)
H (4.576, -4.224, -1.414)
H (5.273, -3.148, -0.114)
N (-2.219, -1.018, -0.009)
C (-3.062, -1.772, -0.268)
C (-4.264, -2.552, -0.193)
H (-4.101, -3.351, 0.565)
H (-4.529, -2.983, -1.179)
H (-5.070, -1.861, 0.167)
Ru (1.030, -0.667, -0.754)
C (0.429, -1.840, 0.590)
O (0.250, -2.610, 1.449)
C (1.856, 0.358, 0.599)
O (2.488, 0.828, 1.460)
C (1.065, 0.974, -2.395)
C (-0.329, 1.035, -2.279)
C (-1.076, -0.125, -2.276)
C (-0.447, -1.372, -2.385)
C (0.933, -1.443, -2.712)
C (1.699, -0.256, -2.713)
H (1.663, 1.884, -2.383)
H (-0.891, 1.961, -2.197)
H (-2.152, 0.004, -2.195)
H (-1.030, -2.291, -2.368)
H (1.353, -2.408, -2.949)
H (2.751, -0.241, -2.948)
C (-2.123, 1.384, 4.046)
C (-1.071, 2.144, 3.519)
C (-0.341, 1.587, 2.462)
N (-0.582, 0.382, 1.965)
C (-1.584, -0.327, 2.463)
C (-2.389, 0.113, 3.521)
H (-2.711, 1.767, 4.881)
H (-0.738, 3.101, 3.921)
H (0.442, 2.169, 1.988)
H (-1.797, -1.280, 1.988)
H (-3.127, -0.579, 3.924)

The energy above the lowest of the compared OMol25 structures with the same formula, charge and spin is 475.56 kJ/mol. As for the net charge: +4. Its spin multiplicity is 5. As for the expectation value of S²: 6.03.

---

Max |F| for every record listed, in sequence, given in Eh/bohr: 0.252; 0.102; 0.139.